Record 1
# C18H28N2O5S

The molecule C18H28N2O5S at a distorted geometry (ωB97M-V/def2-TZVPD, the OMol25 dataset).

Bonds (Å) are listed after each position.
Element x y z (Å)
1 C 2.66 3.77 1.81  C2 1.517, H52 1.086, H53 1.087, H54 1.086
2 C 1.75 2.55 1.78  C1 1.517, H3 1.095, H4 1.096, O5 1.430
3 H 2.21 1.69 2.27  C2 1.095
4 H 0.78 2.75 2.26  C2 1.096
5 O 1.52 2.19 0.42  C2 1.430, C6 1.325
6 C 0.68 1.18 0.21  O5 1.325, O7 1.206, C8 1.526
7 O 0.02 0.67 1.08  C6 1.206
8 C 0.54 0.81 -1.26  C6 1.526, C9 1.540, C25 1.535, C34 1.553
9 C 0.51 -0.73 -1.36  C8 1.540, N10 1.444, H32 1.096, H33 1.090
10 N 1.79 -1.37 -1.21  C9 1.444, S11 1.671, C23 1.451
11 S 2.34 -1.62 0.35  N10 1.671, O12 1.433, O13 1.434, N14 1.662
12 O 3.47 -2.50 0.23  S11 1.433
13 O 2.56 -0.41 1.08  S11 1.434
14 N 1.02 -2.42 0.97  S11 1.662, C15 1.444, C19 1.444
15 C 0.99 -3.81 0.58  N14 1.444, H16 1.095, H17 1.090, H18 1.087
16 H 1.67 -4.42 1.18  C15 1.095
17 H -0.03 -4.19 0.68  C15 1.090
18 H 1.30 -3.87 -0.46  C15 1.087
19 C 0.67 -2.15 2.34  N14 1.444, H20 1.090, H21 1.086, H22 1.096
20 H -0.36 -2.47 2.51  C19 1.090
21 H 0.73 -1.07 2.48  C19 1.086
22 H 1.33 -2.66 3.05  C19 1.096
23 C 2.82 -0.84 -2.08  N10 1.451, C24 1.526, H30 1.096, H31 1.090
24 C 3.00 0.66 -1.88  C23 1.526, C25 1.527, H28 1.091, H29 1.090
25 C 1.67 1.37 -2.14  C8 1.535, C24 1.527, H26 1.094, H27 1.091
26 H 1.39 1.22 -3.19  C25 1.094
27 H 1.78 2.44 -1.96  C25 1.091
28 H 3.76 1.04 -2.56  C24 1.091
29 H 3.32 0.84 -0.85  C24 1.090
30 H 2.53 -1.07 -3.11  C23 1.096
31 H 3.74 -1.39 -1.84  C23 1.090
32 H 0.13 -1.01 -2.35  C9 1.096
33 H -0.15 -1.13 -0.59  C9 1.090
34 C -0.80 1.41 -1.75  C8 1.553, C35 1.502, H50 1.093, H51 1.093
35 C -1.98 1.07 -0.88  C34 1.502, C36 1.391, C40 1.383
36 C -2.40 1.95 0.11  C35 1.391, C37 1.380, H49 1.080
37 C -3.46 1.62 0.93  C36 1.380, C38 1.385, H48 1.080
38 C -4.14 0.42 0.77  C37 1.385, C39 1.389, H47 1.079
39 C -3.74 -0.45 -0.23  C38 1.389, C40 1.394, O42 1.365
40 C -2.67 -0.12 -1.05  C35 1.383, C39 1.394, H41 1.079
41 H -2.39 -0.82 -1.83  C40 1.079
42 O -4.33 -1.66 -0.50  C39 1.365, C43 1.406
43 C -5.43 -2.06 0.29  O42 1.406, H44 1.089, H45 1.095, H46 1.095
44 H -5.73 -3.03 -0.09  C43 1.089
45 H -5.15 -2.15 1.34  C43 1.095
46 H -6.26 -1.36 0.20  C43 1.095
47 H -4.97 0.19 1.42  C38 1.079
48 H -3.78 2.30 1.70  C37 1.080
49 H -1.88 2.88 0.25  C36 1.080
50 H -0.98 1.04 -2.77  C34 1.093
51 H -0.69 2.49 -1.80  C34 1.093
52 H 2.85 4.05 2.84  C1 1.086
53 H 2.18 4.60 1.29  C1 1.087
54 H 3.60 3.54 1.31  C1 1.086

Results
Structure (SMILES) = CCOC(=O)[C@@]1(Cc2cccc(OC)c2)CCCN(S(=O)(=O)N(C)C)C1
HOMO energy = -8.39 eV
Net charge = 0
Orbital gap = 9.12 eV
Energy = -1586.586413 a.u.
Relative energy (zero: lowest compared OMol25 entry of this formula, charge and spin) = 0.384 eV

These are the natural (NBO) partial charges, in e, on atoms 1 to 8: -0.6215, -0.0748, 0.2063, 0.1872, -0.5274, 0.8556, -0.6299, -0.1694

Record 2
# C18H28N4O

The molecule C18H28N4O (ωB97M-V/def2-TZVPD, the OMol25 dataset).

Bonds (Å) are listed after each position.
Element x y z (Å)
1 C 0.76 4.60 -4.45  C2 1.496, H49 1.089, H50 1.086, H51 1.089
2 C 1.75 3.72 -3.76  C1 1.496, N3 1.321, C7 1.395
3 N 1.32 2.54 -3.35  C2 1.321, C4 1.341
4 C 2.20 1.74 -2.73  N3 1.341, N5 1.340, N10 1.347
5 N 3.49 2.04 -2.50  C4 1.340, C6 1.319
6 C 3.90 3.22 -2.91  N5 1.319, C7 1.384, H9 1.084
7 C 3.07 4.12 -3.56  C2 1.395, C6 1.384, H8 1.077
8 H 3.42 5.08 -3.90  C7 1.077
9 H 4.94 3.45 -2.72  C6 1.084
10 N 1.77 0.52 -2.35  C4 1.347, C11 1.443, C43 1.441
11 C 2.58 -0.36 -1.54  N10 1.443, H12 1.097, C13 1.529, H48 1.089
12 H 2.58 -1.35 -2.01  C11 1.097
13 C 2.02 -0.46 -0.12  C11 1.529, H14 1.091, H15 1.091, C16 1.529
14 H 2.09 0.51 0.37  C13 1.091
15 H 2.61 -1.17 0.45  C13 1.091
16 C 0.56 -0.89 -0.16  C13 1.529, C17 1.527, C41 1.535, H47 1.096
17 C -0.04 -0.88 1.25  C16 1.527, O18 1.212, N19 1.351
18 O 0.36 -0.16 2.14  C17 1.212
19 N -1.08 -1.73 1.40  C17 1.351, H20 1.008, C21 1.452
20 H -1.39 -2.29 0.62  N19 1.008
21 C -1.86 -1.82 2.63  N19 1.452, C22 1.532, C32 1.530, H40 1.095
22 C -1.82 -3.26 3.16  C21 1.532, C23 1.529, H38 1.093, H39 1.091
23 C -2.25 -3.36 4.62  C22 1.529, C24 1.531, H36 1.091, H37 1.092
24 C -3.75 -3.57 4.83  C23 1.531, H25 1.092, C26 1.531, H35 1.093
25 H -3.99 -3.29 5.86  C24 1.092
26 C -4.67 -2.80 3.88  C24 1.531, H27 1.092, H28 1.092, C29 1.530
27 H -5.66 -2.77 4.33  C26 1.092
28 H -4.77 -3.34 2.94  C26 1.092
29 C -4.21 -1.37 3.57  C26 1.530, H30 1.092, H31 1.090, C32 1.528
30 H -5.09 -0.77 3.33  C29 1.092
31 H -3.73 -0.93 4.44  C29 1.090
32 C -3.27 -1.29 2.36  C21 1.530, C29 1.528, H33 1.093, H34 1.094
33 H -3.18 -0.25 2.05  C32 1.093
34 H -3.71 -1.85 1.53  C32 1.094
35 H -3.98 -4.63 4.72  C24 1.093
36 H -1.93 -2.45 5.13  C23 1.091
37 H -1.73 -4.19 5.10  C23 1.092
38 H -0.78 -3.60 3.07  C22 1.093
39 H -2.43 -3.91 2.53  C22 1.091
40 H -1.35 -1.17 3.34  C21 1.095
41 C -0.24 0.08 -1.03  C16 1.535, H42 1.091, C43 1.530, H46 1.092
42 H -0.21 1.07 -0.58  C41 1.091
43 C 0.38 0.15 -2.43  N10 1.441, C41 1.530, H44 1.097, H45 1.090
44 H 0.31 -0.83 -2.92  C43 1.097
45 H -0.13 0.90 -3.04  C43 1.090
46 H -1.28 -0.23 -1.11  C41 1.092
47 H 0.48 -1.90 -0.58  C16 1.096
48 H 3.59 0.04 -1.53  C11 1.089
49 H 1.09 4.82 -5.46  C1 1.089
50 H -0.21 4.11 -4.49  C1 1.086
51 H 0.66 5.55 -3.92  C1 1.089

Results
Structure (SMILES) = Cc1ccnc(N2CCC(C(=O)NC3CCCCCC3)CC2)n1
HOMO energy = -8.01 eV
Net charge = 0
Orbital gap = 8.75 eV
Energy = -997.012779 a.u.
Relative energy (zero: lowest compared OMol25 entry of this formula, charge and spin) = 0.000 eV

These are the natural (NBO) partial charges, in e, on atoms 1 to 8: -0.6494, 0.2945, -0.5374, 0.5825, -0.5284, 0.1134, -0.3861, 0.2193